# 1
{"formula": "C12H36Mn2NO9", "method": "the ωB97M-V functional and the def2-TZVPD basis", "relative_energy_kj_mol": 176.9, "homo_lumo_gap_ev": [7.11, 6.66], "total_charge": 3, "multiplicity": 11, "homo_energy_ev": [-16.827, -16.826], "symbols": ["Mn", "Mn", "N", "O", "O", "O", "C", "C", "O", "H", "H", "H", "H", "H", "H", "C", "C", "O", "H", "H", "H", "H", "H", "H", "C", "C", "O", "H", "H", "H", "H", "H", "H", "C", "C", "O", "H", "H", "H", "H", "H", "H", "C", "C", "O", "H", "H", "H", "H", "H", "H", "C", "C", "O", "H", "H", "H", "H", "H", "H"], "xyz": [[14.54666, 1.26871, 12.61751], [11.36086, -3.16728, 14.79367], [12.90603, -1.04487, 14.40124], [13.14832, -1.83480, 15.26540], [11.80755, -1.23181, 13.86383], [13.64865, -0.16447, 14.04288], [14.43466, -5.82558, 12.79181], [13.16129, -5.47706, 13.60056], [12.79439, -4.11613, 13.46471], [15.28762, -5.23182, 13.12045], [14.32721, -5.55830, 11.74057], [14.65932, -6.88571, 12.90906], [13.36463, -5.64969, 14.65742], [12.26418, -6.05665, 13.38292], [13.19074, -3.85814, 12.62928], [8.83508, 0.12167, 12.41463], [7.74739, -0.48764, 11.48802], [7.97892, -1.90312, 11.20898], [8.56183, 1.08940, 12.83525], [9.75815, 0.29954, 11.86291], [9.12357, -0.52354, 13.24443], [7.70792, 0.03125, 10.53027], [6.78243, -0.29283, 11.95601], [8.63972, -1.92086, 10.51282], [11.31828, 2.33183, 14.93615], [11.49568, 2.68838, 13.48538], [12.90123, 2.67182, 13.25266], [11.67717, 1.33366, 15.18702], [10.26534, 2.27643, 15.21243], [11.85510, 2.93995, 15.66423], [11.03477, 3.65474, 13.28090], [10.97550, 2.00197, 12.81728], [13.21484, 3.57915, 13.25442], [16.76168, -1.89815, 11.16894], [16.36702, -1.39108, 12.54669], [16.24946, 0.01193, 12.43635], [16.73855, -2.97941, 11.03316], [17.78637, -1.65699, 10.88617], [16.06559, -1.49337, 10.43429], [17.05869, -1.74077, 13.31311], [15.42210, -1.87245, 12.79871], [17.13311, 0.25574, 12.15120], [11.26892, -1.89038, 18.34134], [10.37777, -1.21577, 17.26509], [10.06465, -2.18348, 16.27337], [12.19920, -2.20416, 17.86783], [10.73732, -2.78194, 18.67396], [11.47219, -1.22639, 19.18151], [10.92213, -0.39529, 16.79755], [9.47651, -0.76507, 17.68064], [9.18332, -2.41156, 16.57806], [17.76176, 1.87151, 14.95267], [16.45815, 1.16842, 15.38749], [15.49928, 1.82406, 14.55449], [18.08908, 1.53421, 13.96921], [18.59858, 1.69852, 15.62936], [17.70564, 2.95401, 14.83804], [16.19445, 1.26979, 16.44024], [16.47238, 0.11183, 15.12006], [15.24881, 2.62174, 15.02626]], "atomic_forces_ev_per_a": [[-0.22, 0.05, 1.98], [0.27, 1.11, 0.09], [-1.75, -0.46, -1.22], [2.14, -1.87, 3.27], [-2.02, 0.46, -1.96], [1.54, 1.37, -0.51], [-0.86, 0.60, 0.30], [0.82, -2.07, 0.63], [-0.51, 1.38, 0.19], [0.00, -0.12, 0.47], [-0.32, -0.41, -0.24], [0.01, 0.11, -0.18], [0.13, 0.06, 0.13], [0.33, -0.37, -0.51], [-0.33, 0.66, -0.30], [0.20, -0.11, -0.59], [0.66, -0.11, 0.21], [-0.20, 1.24, 0.84], [-0.37, 0.00, -0.07], [0.16, -0.08, -0.26], [-0.37, -0.25, 0.07], [0.13, 0.21, 0.07], [-0.09, -0.81, -0.04], [-0.08, -0.12, -0.20], [-0.59, -0.92, 0.86], [-1.49, -0.27, 1.03], [2.02, -0.14, -1.47], [0.18, -0.30, -0.49], [-0.09, 0.42, -0.03], [-0.19, 0.62, -0.36], [0.54, 0.24, -0.11], [0.39, -0.25, 0.04], [0.02, 0.37, -0.02], [0.17, -0.45, -0.36], [-0.14, -2.91, -1.00], [-0.47, 1.00, 0.51], [-0.21, -0.10, 0.45], [0.02, 0.42, 0.06], [0.10, 0.09, -0.13], [0.23, 0.66, 0.14], [-0.33, 0.65, 0.17], [0.26, 0.86, -0.23], [-0.94, 0.27, -0.82], [2.26, 1.20, 1.77], [-0.53, -0.82, -0.97], [0.17, 0.06, 0.13], [0.12, 0.03, 0.35], [0.00, -0.10, -0.07], [0.00, -0.04, -0.20], [-0.17, -0.35, -0.09], [-0.48, -0.94, -0.72], [0.81, -0.55, 0.65], [2.00, 0.57, -0.77], [-2.00, 0.14, -0.82], [-0.10, -0.30, -0.04], [-0.04, -0.18, 0.06], [-0.53, 0.04, 0.39], [0.01, 0.14, -0.12], [-0.10, 0.10, 0.10], [-0.21, 0.30, -0.10]]}

***

# 2
{"formula": "C12H36N2O7", "method": "the ωB97M-V functional and the def2-TZVPD basis", "relative_energy_kj_mol": 36.3, "homo_lumo_gap_ev": 9.48, "smiles": "COCCNCCOC.COCCNCCOC.O.O.O", "homo_energy_ev": -8.933, "symbols": ["C", "O", "C", "C", "N", "C", "C", "O", "C", "H", "H", "H", "H", "H", "H", "H", "H", "H", "H", "H", "H", "H", "H", "H", "C", "O", "C", "C", "N", "C", "C", "O", "C", "H", "H", "H", "H", "H", "H", "H", "H", "H", "H", "H", "H", "H", "H", "H", "O", "H", "H", "O", "H", "H", "O", "H", "H"], "xyz": [[17.44880, 10.06899, 7.17613], [16.43420, 10.51670, 8.02990], [15.23558, 10.50932, 7.30396], [14.32274, 11.51879, 7.99925], [14.27187, 11.31852, 9.49022], [13.30000, 12.13147, 10.26153], [13.46658, 11.96418, 11.70813], [14.81944, 12.19009, 12.13350], [15.07627, 11.83835, 13.44126], [17.20474, 9.04129, 6.88943], [18.39849, 10.09344, 7.74064], [17.48252, 10.69016, 6.23571], [14.77905, 9.54045, 7.27744], [15.32961, 10.87414, 6.25004], [13.26436, 11.46127, 7.62021], [14.67568, 12.52162, 7.76915], [15.17386, 11.51018, 9.98795], [12.28410, 11.96251, 10.01416], [13.53644, 13.20956, 10.01389], [13.14126, 10.97413, 11.99694], [12.71435, 12.62110, 12.18702], [14.53852, 10.90995, 13.73769], [14.75265, 12.56509, 14.20041], [16.15393, 11.72577, 13.46091], [8.45799, 6.11077, 8.86120], [9.29406, 6.44449, 10.00334], [9.38815, 7.82687, 10.22187], [9.68526, 8.22261, 11.60733], [11.11272, 7.98448, 11.98780], [11.49677, 6.55676, 12.21212], [12.97046, 6.39367, 12.49935], [13.20933, 6.91806, 13.80836], [14.59403, 7.11622, 14.12847], [8.52664, 5.02669, 8.86942], [8.93936, 6.52774, 7.97429], [7.44281, 6.47038, 9.05152], [8.40183, 8.28583, 9.94346], [10.11043, 8.23806, 9.48946], [9.08972, 7.62773, 12.31588], [9.42748, 9.35013, 11.75983], [11.67198, 8.31251, 11.15053], [11.21646, 5.91767, 11.36950], [10.91462, 6.12304, 13.05708], [13.53845, 6.91159, 11.76095], [13.20090, 5.30043, 12.54206], [14.60708, 7.84963, 14.96108], [15.09965, 7.45823, 13.23566], [15.00488, 6.17658, 14.48589], [10.60219, 8.62111, 16.57620], [10.46531, 9.53101, 16.84994], [10.89801, 8.76065, 15.65039], [12.84633, 9.03470, 9.45297], [13.54260, 9.75660, 9.50130], [13.19449, 8.50744, 8.73073], [11.50905, 9.63935, 14.20917], [12.45326, 9.47920, 14.24064], [11.29042, 9.25041, 13.30683]], "atomic_forces_ev_per_a": [[0.68, -0.07, -0.31], [-0.01, 0.29, -0.65], [-1.06, 1.80, 0.41], [-1.10, 0.24, 1.16], [0.45, -0.26, 0.37], [2.30, 2.01, -1.96], [-0.18, -0.01, 1.53], [-1.50, 0.44, -1.57], [-0.22, -0.65, 1.09], [0.37, -0.14, -0.18], [-0.40, 0.03, -0.50], [0.26, -0.45, 0.88], [-0.14, -0.91, 0.01], [0.31, -0.34, 0.62], [0.97, -0.15, 0.30], [0.13, 0.26, -0.07], [-0.80, -0.45, -1.21], [-0.98, -0.49, -0.51], [-0.52, -0.64, 0.22], [0.20, -0.69, 0.20], [0.60, 0.14, 0.15], [0.55, 0.12, -0.31], [0.09, 0.30, -0.33], [0.13, -0.24, 0.56], [1.47, 0.08, 1.58], [-0.53, -0.56, -0.04], [-1.52, 0.78, -2.24], [0.99, 0.66, 1.75], [0.58, 0.37, -1.45], [-1.08, -0.03, 0.25], [-0.83, -0.88, 1.77], [0.38, 0.49, -0.26], [-1.49, -0.05, 0.38], [-0.40, -0.05, -0.44], [-0.44, 0.01, -0.24], [0.05, -0.03, -0.35], [0.48, -0.16, 0.19], [0.00, 0.15, 0.41], [-0.13, 0.33, -0.21], [0.51, -1.93, -0.28], [-0.54, -0.39, 1.20], [0.16, 0.15, -0.23], [0.36, 0.60, -0.27], [0.78, 0.35, -0.68], [0.04, 0.65, -0.47], [0.22, -0.34, -0.61], [0.52, 0.29, -0.04], [0.39, -0.15, -0.01], [0.09, 0.06, -0.32], [-0.10, 0.05, 0.24], [-0.08, -0.16, 0.28], [0.44, 0.12, -0.14], [-0.43, 0.04, 0.42], [-0.23, -0.42, -0.08], [-0.26, 0.23, -1.10], [0.27, -0.16, 0.20], [0.19, -0.23, 0.91]]}

***

# 3
{"formula": "C12H36N4O16S2", "method": "the ωB97M-V functional and the def2-TZVPD basis", "relative_energy_kj_mol": 0.0, "homo_lumo_gap_ev": 10.44, "smiles": "CCOS(C)(=O)=O.CCOS(C)(=O)=O.C[N+](=O)[O-].C[N+](=O)[O-].C[N+](=O)[O-].C[N+](=O)[O-].CO.CO", "homo_energy_ev": -10.693, "symbols": ["C", "C", "O", "S", "C", "O", "O", "H", "H", "H", "H", "H", "H", "H", "H", "C", "C", "O", "S", "C", "O", "O", "H", "H", "H", "H", "H", "H", "H", "H", "C", "N", "O", "O", "H", "H", "H", "C", "N", "O", "O", "H", "H", "H", "C", "N", "O", "O", "H", "H", "H", "C", "N", "O", "O", "H", "H", "H", "C", "O", "H", "H", "H", "H", "C", "O", "H", "H", "H", "H"], "xyz": [[0.86798, -4.21679, -4.08039], [0.75094, -5.36258, -3.05291], [0.59667, -4.81094, -1.73956], [1.83457, -4.31675, -0.85745], [2.18405, -2.66160, -1.49958], [1.36215, -4.18019, 0.49153], [2.96062, -5.16499, -1.16081], [1.85563, -3.77772, -3.96957], [0.08757, -3.50990, -3.81594], [0.70934, -4.64431, -5.06806], [-0.19137, -5.85751, -3.27665], [1.62408, -6.00935, -3.10284], [2.78419, -2.68663, -2.40200], [2.76792, -2.21257, -0.69745], [1.27947, -2.07993, -1.63851], [-2.02471, 3.58337, -0.92172], [-1.70263, 3.64196, -2.39840], [-0.41909, 3.06139, -2.66565], [0.86269, 4.03696, -2.76188], [1.75855, 3.55885, -1.27506], [1.53820, 3.63372, -3.96466], [0.48552, 5.41675, -2.58002], [-1.20421, 4.03679, -0.35844], [-1.98442, 2.53922, -0.59828], [-2.95450, 4.05441, -0.61642], [-2.38465, 3.00095, -2.96348], [-1.88951, 4.65481, -2.75693], [2.71509, 4.07340, -1.30311], [1.84037, 2.47682, -1.24286], [1.14843, 3.97554, -0.47664], [0.84217, 3.27242, 3.22034], [-0.51697, 3.76037, 3.50331], [-0.93332, 3.79589, 4.63330], [-1.18851, 4.02296, 2.52223], [0.81374, 2.79176, 2.24959], [1.13465, 2.59965, 4.02042], [1.48842, 4.14914, 3.21023], [-3.83408, -0.98361, 4.49776], [-4.38973, -1.60493, 3.27411], [-3.93956, -1.14882, 2.22936], [-5.20001, -2.48923, 3.30969], [-4.69926, -0.83528, 5.14700], [-3.25227, -0.11683, 4.23441], [-3.26223, -1.73225, 5.04013], [-2.70408, -0.24168, -3.33799], [-1.57237, -1.13597, -3.61378], [-0.60613, -1.08580, -2.88111], [-1.69422, -1.90728, -4.53544], [-3.58756, -0.61070, -3.84467], [-2.45435, 0.73097, -3.76730], [-2.88263, -0.06900, -2.28113], [-0.67655, -1.25408, 0.69055], [0.29217, -0.09213, 0.63227], [-0.17282, 1.03048, 0.65538], [1.46905, -0.33328, 0.45610], [-0.21112, -1.94486, 1.38624], [-0.58870, -1.60776, -0.33765], [-1.65593, -0.85323, 0.90988], [4.54385, 1.06701, 1.25552], [5.38939, 1.51382, 0.19240], [4.08803, 0.09428, 1.09480], [5.06727, 1.11831, 2.21581], [3.82357, 1.88486, 1.31749], [6.21431, 1.01914, 0.20288], [-0.29813, -0.87311, 4.03277], [-0.91368, -2.11785, 4.32843], [-0.27242, -0.22060, 4.90310], [0.66323, -1.02370, 3.52974], [-0.90344, -0.41987, 3.24251], [-0.67871, -2.40240, 5.21509]], "atomic_forces_ev_per_a": [[0.05, -0.95, 1.08], [0.18, 0.99, -1.16], [-0.09, 0.20, 1.16], [0.42, 0.09, -0.95], [0.20, -0.40, 0.76], [-0.06, -0.05, -0.72], [-0.49, 0.42, 0.25], [-0.05, 0.22, -0.44], [0.08, 0.25, -0.40], [0.11, 0.27, -0.14], [0.17, -0.45, 0.43], [-0.21, -0.27, 0.20], [-0.09, -0.27, -0.05], [0.00, 0.08, -0.04], [-0.12, -0.18, -0.05], [1.07, -0.68, 0.42], [-1.54, -0.17, 0.28], [0.42, 1.00, -0.08], [0.46, 0.00, -0.20], [-0.57, 0.34, -0.77], [-0.13, 0.14, 0.83], [-0.19, -0.71, -0.13], [-0.20, 0.32, -0.02], [-0.36, 0.04, 0.06], [-0.10, 0.00, -0.25], [-0.01, 0.05, 0.04], [0.85, -0.01, -0.31], [0.10, -0.14, -0.09], [0.10, 0.01, 0.11], [0.05, -0.26, 0.17], [0.53, 0.08, 0.28], [-1.00, -0.52, -0.94], [0.29, 0.11, 0.71], [0.06, 0.34, -0.05], [0.05, -0.03, -0.02], [0.02, 0.03, -0.01], [0.05, -0.08, -0.04], [-1.05, -0.95, 1.13], [1.07, 0.60, -1.35], [0.00, 0.01, 0.00], [-0.35, -0.30, 0.77], [0.09, 0.62, -0.15], [-0.10, 0.15, -0.01], [0.32, -0.06, -0.44], [-0.61, 1.18, -0.28], [-0.21, -0.62, 0.43], [0.22, 0.25, 0.22], [0.03, 0.01, -0.35], [0.07, -0.22, 0.03], [0.15, -0.11, -0.06], [0.32, -0.42, 0.10], [1.30, 0.68, -0.56], [-0.32, 0.13, -0.48], [-0.06, 0.19, 0.28], [-0.12, -0.11, 0.33], [-0.46, -0.30, -0.02], [-0.35, -0.41, 0.17], [-0.07, -0.20, 0.26], [0.50, 1.36, 0.10], [0.07, -0.41, 0.02], [-0.09, 0.00, -0.10], [0.10, -0.39, -0.03], [-0.52, -0.50, 0.00], [-0.08, -0.04, 0.00], [-0.36, -0.27, -0.83], [-0.14, -0.09, 0.07], [0.30, 0.13, -0.07], [0.32, 0.07, 0.62], [-0.24, 0.22, 0.34], [0.21, -0.01, -0.06]]}